Below is C54H90BrF4O15PS6 as an isolated structure in a non-equilibrium geometry, with properties calculated with ωB97M-V/def2-TZVPD.

Its spin multiplicity is 1. The LUMO energy comes out at -0.69 eV. Its total energy is -243374.01163 eV. The orbital gap comes out at 0.26614 Ha.

Geometry as XYZ:
```
171
Properties=species:S:1:pos:R:3:forces:R:3
Br 5.94539 0.17657 2.89100 0.1 0.0 -0.1
S 1.27273 4.37564 -5.98764 -0.1 -0.1 0.0
S 2.98096 2.00165 5.37446 -0.3 -1.1 0.3
S -9.09690 0.38976 -2.99588 0.0 -0.1 -0.1
S 5.17612 5.93238 5.04908 -0.6 -0.2 -0.7
S 4.09267 -10.62907 -1.32995 0.0 0.0 0.0
S -13.55093 -0.82112 -0.87337 -0.2 0.0 0.2
P 2.82987 2.88390 -1.24647 -0.6 0.2 0.2
F 0.52660 -3.83871 -1.79210 0.0 -0.1 0.1
F 0.42930 -3.09681 0.26276 0.0 -0.1 0.1
F 2.10626 -5.48672 0.78105 -0.2 0.0 0.1
F 2.64490 -5.29385 -1.32170 -0.2 0.0 0.2
O 3.07950 -2.58752 -2.07107 -0.4 -0.2 -1.1
O -13.06287 -2.17693 -0.82214 0.1 0.0 -0.1
O 6.32483 5.50006 4.29397 0.3 0.0 0.0
O -3.72259 1.06456 -0.67110 0.0 -0.4 0.0
O -13.01492 0.11448 -1.82786 0.0 0.0 -0.1
O -9.17860 1.27591 -4.12998 0.0 0.1 0.1
O 6.11404 -2.53349 1.58463 1.2 -0.2 0.3
O 3.40458 0.64795 5.62051 0.0 0.3 0.0
O 3.19668 2.60385 4.07964 -1.0 -2.7 0.0
O 5.33586 6.48007 6.37156 0.1 0.1 0.3
O 5.21785 -10.70564 -0.43431 0.0 0.0 0.0
O 1.92304 5.65356 -6.12720 0.0 0.0 0.1
O 3.21205 -11.75960 -1.48535 0.0 0.0 0.0
O 1.07121 3.79786 -4.68277 0.0 0.1 0.1
O -9.04396 0.92839 -1.65782 0.0 0.0 0.0
C -0.27728 4.41232 -6.88415 -0.1 0.0 -0.1
C 4.50479 -1.02543 0.73550 -0.4 0.7 -0.4
C -7.72242 -0.74306 -3.21680 0.0 -0.1 0.0
C 3.26382 6.11649 3.27218 -0.1 0.1 0.0
C 3.45051 4.51210 -0.68971 0.3 0.0 0.0
C -10.39225 -0.85298 -3.06961 0.1 -0.3 -0.2
C 1.24356 3.12470 7.05798 0.1 -0.2 0.2
C 3.63351 -1.02393 -0.36830 0.1 0.8 0.2
C 2.48768 4.02061 6.97079 -1.7 -0.5 1.7
C 6.84058 2.84819 0.29864 0.1 0.1 0.1
C 3.10271 -9.17200 -0.95993 0.0 0.2 0.0
C 2.09527 3.18614 -7.06223 0.0 -0.1 -0.1
C 0.84140 -0.48240 -1.73889 0.0 0.2 0.0
C 4.33704 1.43366 0.87251 -0.2 -0.9 -0.6
C 3.23580 -1.98173 3.84783 -0.1 -0.5 0.1
C 3.26128 -2.37108 -0.90885 0.3 0.3 0.8
C 4.21062 7.04298 4.02803 -0.1 0.2 -0.2
C 3.75869 2.81062 -2.83777 0.2 -0.2 0.0
C 4.23232 -4.52288 2.21816 0.4 -0.2 0.1
C -15.86630 -0.23400 0.31039 0.0 0.0 0.0
C 3.56888 -9.08892 -3.38573 0.0 0.0 0.1
C 4.83251 0.18701 1.35169 -0.3 0.4 -0.7
C 5.00821 -2.34810 1.18009 -1.0 0.1 -0.2
C -15.34515 -0.80195 -1.01567 -0.2 0.0 0.1
C -14.78035 0.69730 0.86799 0.0 0.0 -0.1
C 3.64709 3.09072 6.63020 0.2 -5.0 3.9
C 2.19537 -4.59059 -0.23659 0.2 -0.1 -0.4
C 0.09503 3.95900 -8.29159 0.0 0.0 0.0
C 0.72944 -4.17863 -0.50613 0.0 0.2 -0.1
C 3.97268 4.59167 5.07567 1.2 5.4 -4.1
C 4.63092 -10.09421 -2.95305 0.0 0.1 -0.1
C 3.17149 0.19058 -0.93826 0.5 -0.1 0.7
C 1.25095 2.20990 5.82709 -0.1 0.1 0.1
C 4.03466 -3.50214 1.11729 -0.5 -0.3 -0.1
C 8.21666 3.53354 0.26539 0.0 -0.2 0.2
C 5.96105 3.40689 1.41590 0.2 -0.3 0.1
C 4.55736 -5.95455 1.71474 -0.1 0.1 0.1
C -13.46867 -0.07161 0.74934 -0.1 0.1 0.1
C 1.05609 2.77520 -8.11228 0.0 0.0 0.0
C 4.63799 2.65162 1.70843 0.2 0.1 -0.1
C 3.28001 -8.22344 -2.15121 0.0 -0.1 0.0
C 2.21151 0.13360 -2.11091 -0.1 0.0 -0.1
C -8.27221 -2.08692 -2.75309 0.0 0.0 0.0
C -9.68695 -2.18682 -3.33996 0.0 0.0 0.0
C -1.51909 0.05738 -0.90427 0.0 -0.2 0.0
C -2.36672 1.16423 -0.26772 0.0 0.2 0.0
C 3.56158 1.43475 -0.34202 0.5 -0.7 0.7
C 2.75310 5.09523 4.29880 0.5 0.7 -1.0
C -0.26050 0.57429 -1.60628 0.1 -0.2 0.3
C -6.02040 0.76604 -0.14679 0.2 -0.1 0.0
C -4.68183 1.27953 0.34527 0.0 0.1 0.0
C 3.16954 -3.49022 0.09051 0.3 0.1 0.3
C 3.13600 -4.47539 3.31882 0.0 0.1 0.0
C 2.35696 -3.16213 3.39892 0.1 0.2 0.1
H -16.04615 -1.04776 1.01520 0.0 0.0 0.0
H 4.52947 4.63440 -0.76378 0.1 0.0 0.2
H 3.67476 7.71705 4.69564 0.0 0.0 0.0
H 2.36057 4.76177 6.17818 -0.8 -0.6 1.5
H 1.53859 2.50101 -9.04892 0.0 0.0 0.0
H -11.09332 -0.57910 -3.85203 0.0 0.1 0.0
H 5.75913 4.46175 1.23606 0.0 0.1 -0.1
H 0.06919 -5.00347 -0.22814 0.0 0.0 -0.1
H -5.99209 -0.32443 -0.21158 -0.1 0.0 0.0
H 8.93561 2.96038 0.85608 0.0 0.1 0.0
H -0.94857 3.70680 -6.39551 0.0 0.0 0.0
H 0.14759 1.40105 -1.01575 0.0 0.1 -0.2
H -1.21968 -0.66468 -0.13580 -0.1 0.0 0.0
H 2.23180 4.26287 3.82804 0.0 0.5 0.0
H 0.92652 -0.97037 -0.76642 0.0 -0.2 -0.1
H 1.91075 -2.92572 2.42919 -0.1 -0.1 0.1
H 2.45804 -5.32776 3.23451 0.0 0.1 -0.2
H 4.60677 2.13013 -2.74352 0.0 0.0 -0.1
H 2.67837 -1.24650 4.41961 0.0 0.1 -0.2
H -13.40480 -0.88032 1.47691 0.0 0.0 0.0
H 2.05300 5.58513 4.97969 0.0 0.4 -0.3
H -16.81045 0.28776 0.16375 0.0 0.0 0.0
H 3.93121 2.46805 7.47782 -0.5 -0.5 0.2
H -10.89843 -0.84318 -2.11310 0.0 0.0 0.1
H -14.97974 0.98068 1.90005 0.0 0.0 0.0
H 5.50826 -6.29229 2.12419 0.0 0.0 0.0
H 2.67213 -0.42326 -2.92398 0.0 0.0 0.0
H -10.25013 -3.01081 -2.90415 0.0 0.0 0.0
H 2.94852 3.69664 -7.50421 0.0 0.1 0.0
H 4.89150 7.60422 3.39263 0.0 0.0 0.0
H -6.87361 -0.38396 -2.64163 0.0 0.1 0.0
H 1.52713 -3.29341 4.09822 0.1 0.0 0.0
H -8.31729 -2.10981 -1.66183 0.0 0.0 0.0
H 5.14158 -4.18857 2.71600 0.0 0.1 -0.1
H 2.66404 -9.61725 -3.69363 0.0 0.0 0.0
H 3.81234 5.60397 2.47935 0.0 0.0 0.0
H -0.68400 5.41902 -6.82792 0.0 0.0 0.1
H 2.99698 5.19862 -1.41125 0.0 0.0 0.1
H 3.77958 3.31889 1.70336 0.0 0.1 -0.2
H 4.12157 -7.55370 -1.96829 0.0 0.0 0.0
H -4.37502 0.74857 1.25649 0.0 0.1 0.0
H 0.50044 1.90383 -7.76118 0.0 0.0 0.0
H 2.07362 -9.50856 -0.85036 0.0 -0.1 0.0
H 0.75334 2.66420 4.97245 0.0 0.0 0.0
H 3.09711 2.47198 -3.63390 0.1 0.1 0.0
H 4.43623 3.73403 4.58997 0.4 1.2 -0.1
H 4.52310 3.58922 6.22421 1.1 -3.3 2.3
H -15.58597 -0.16219 -1.86198 0.1 0.0 0.0
H 2.39791 -7.60366 -2.28904 0.0 0.0 0.0
H -0.78862 3.68074 -8.86349 0.0 0.0 0.0
H 3.45591 -8.75283 -0.02090 0.0 0.0 0.0
H 4.70057 2.30795 2.74096 -0.1 0.1 -0.5
H -1.97963 2.14539 -0.56756 0.0 0.0 0.0
H 0.59629 4.77124 -8.82189 0.0 0.0 0.0
H -2.16488 -0.48917 -1.59656 0.1 0.0 0.0
H -6.22472 1.16884 -1.13789 -0.1 0.1 0.1
H -0.52542 0.94880 -2.59811 0.1 0.3 0.1
H -4.74752 2.35015 0.58178 0.0 0.0 0.0
H 4.71346 -10.96888 -3.59354 0.0 0.0 0.1
H 3.78688 -6.66094 2.02228 0.0 0.0 0.0
H 1.29176 2.52212 7.96656 -0.1 0.0 0.0
H -15.68073 -1.81744 -1.20951 0.0 0.0 0.0
H 4.02681 -2.34887 4.50810 0.0 0.1 0.0
H -6.83551 1.06068 0.51287 0.0 0.0 0.0
H -9.62121 -2.36313 -4.41576 0.0 0.0 0.0
H 3.08900 4.78914 0.29406 0.0 0.0 0.1
H 6.99029 1.78124 0.48675 -0.1 0.0 -0.2
H -12.57678 0.54929 0.79452 0.0 0.0 -0.1
H 4.61955 -5.99583 0.62683 0.1 0.0 0.0
H 2.44835 6.67240 2.81147 0.0 0.0 0.0
H 8.17340 4.53270 0.70250 0.0 0.1 -0.1
H 3.91011 -8.48965 -4.22837 0.0 0.0 0.0
H 3.71068 -1.47760 3.00673 -0.1 0.0 0.2
H 5.60619 -9.62423 -2.82966 0.0 0.0 0.0
H -14.72794 1.61114 0.27300 0.0 0.0 0.0
H 3.75890 4.36007 6.11587 0.7 5.0 -3.6
H 6.55936 3.37609 2.33276 0.0 0.1 0.0
H 0.83217 1.22526 6.01791 0.0 0.0 -0.1
H 8.61656 3.60104 -0.74578 0.0 0.0 0.0
H 0.32650 3.70977 7.10052 0.0 0.0 0.0
H -7.63700 -2.90960 -3.07905 0.0 0.0 0.0
H -2.30809 1.11180 0.82602 0.0 0.0 0.0
H 2.66913 4.55461 7.90196 0.0 0.0 0.1
H -7.48072 -0.74895 -4.27922 0.0 0.0 0.0
H 6.34795 2.95094 -0.67276 -0.1 -0.1 0.0
H 3.65314 -4.59301 4.27710 -0.1 -0.1 0.0
H 2.43708 2.35658 -6.44849 0.0 0.0 0.0
H 4.14044 3.80200 -3.08057 -0.1 0.0 -0.1
H 2.01393 1.13432 -2.48652 0.0 -0.1 0.0
H 0.55867 -1.22378 -2.48690 0.0 -0.1 0.2
```
Positions in Å, forces in eV/Å.